# 1
Molecular formula: C32H74Cl2N10O10
Method: DFT, ωB97M-V/def2-TZVPD

gap between HOMO and LUMO = 8.9 eV
SMILES = CNC(C)=O.CNC(C)=O.CNC(C)=O.CNC(C)=O.CNC(C)=O.CNC(C)=O.CNC(C)=O.CNC(C)=O.CNC(C)=O.CNC(C)=O.ClCCCl
energy = -94805.57679 eV
LUMO energy = 0.003 eV
max |F| = 6.31 eV/Å

```
! RIJCOSX wB97M-V def2-TZVPD def2/J DEFGRID3
* xyz 0 1
C 6.608 4.360 -1.541
C 5.326 3.536 -1.519
O 4.349 3.810 -0.800
N 5.409 2.438 -2.247
C 4.395 1.404 -2.076
H 7.493 3.726 -1.611
H 6.690 4.996 -0.660
H 6.576 5.060 -2.376
H 6.292 2.219 -2.686
H 4.350 0.645 -2.857
H 3.357 1.735 -2.109
H 4.434 1.000 -1.064
C -4.516 5.436 0.388
C -3.802 5.234 -0.903
O -3.249 6.197 -1.424
N -3.812 4.012 -1.404
C -3.543 3.681 -2.698
H -3.974 6.157 1.000
H -4.746 4.504 0.903
H -5.486 5.870 0.149
H -4.468 3.417 -0.919
H -2.884 4.318 -3.287
H -4.418 3.765 -3.342
H -3.103 2.689 -2.801
C -0.589 -0.318 -5.754
C -1.912 0.034 -6.406
O -2.490 1.124 -6.041
N -2.427 -0.661 -7.392
C -3.627 -0.312 -8.072
H 0.224 -0.221 -6.474
H -0.674 -1.345 -5.398
H -0.487 0.237 -4.822
H -1.939 -1.542 -7.472
H -4.375 0.228 -7.492
H -4.152 -1.254 -8.231
H -3.262 0.180 -8.973
C 6.082 0.361 1.431
C 5.451 -0.967 0.903
O 6.057 -1.479 -0.060
N 4.262 -1.335 1.509
C 3.629 -2.539 1.003
H 7.059 0.668 1.058
H 6.051 0.494 2.512
H 5.429 1.044 0.888
H 3.686 -0.625 1.938
H 4.268 -3.420 1.055
H 3.712 -2.515 -0.084
H 2.597 -2.704 1.312
C 0.876 -2.817 -1.966
C 1.995 -2.403 -2.831
O 2.562 -1.339 -2.721
N 2.306 -3.274 -3.811
C 3.247 -3.073 -4.848
H 0.926 -3.901 -1.865
H -0.081 -2.301 -2.038
H 1.114 -2.583 -0.928
H 1.755 -4.118 -3.869
H 3.728 -4.038 -5.008
H 4.072 -2.405 -4.601
H 2.794 -2.815 -5.805
C -3.094 0.903 2.941
C -4.549 0.480 2.813
O -5.291 1.208 2.262
N -4.851 -0.749 3.138
C -6.123 -1.399 3.220
H -2.634 1.442 2.113
H -2.388 0.119 3.214
H -3.027 1.592 3.783
H -4.101 -1.349 3.449
H -6.833 -1.138 2.435
H -6.593 -1.370 4.203
H -6.018 -2.473 3.065
C -0.401 -3.183 2.369
C -0.598 -4.271 1.288
O 0.437 -4.569 0.641
N -1.785 -4.883 1.231
C -2.002 -6.019 0.373
H -1.302 -2.815 2.860
H -0.048 -2.327 1.794
H 0.222 -3.527 3.194
H -2.566 -4.544 1.774
H -2.226 -6.914 0.953
H -1.102 -6.332 -0.157
H -2.776 -5.753 -0.348
C -4.451 0.046 -1.033
C -3.656 -1.225 -1.272
O -3.261 -1.849 -0.265
N -3.629 -1.673 -2.576
C -4.369 -1.216 -3.694
H -3.786 0.820 -0.650
H -5.106 0.017 -0.162
H -4.994 0.374 -1.919
H -3.153 -2.551 -2.725
H -5.448 -1.287 -3.557
H -4.072 -1.934 -4.459
H -4.145 -0.249 -4.145
C 4.318 -0.622 6.165
C 3.397 -1.137 5.060
O 3.575 -2.282 4.720
N 2.328 -0.392 4.808
C 1.268 -0.987 4.030
H 5.262 -0.495 5.636
H 4.288 -1.377 6.949
H 4.024 0.368 6.514
H 2.302 0.591 5.038
H 0.286 -0.556 4.226
H 1.126 -2.003 4.399
H 1.608 -1.139 3.006
C 1.846 3.171 7.011
C 0.703 2.602 6.091
O 0.049 1.621 6.377
N 0.711 3.185 4.831
C 0.050 2.648 3.682
H 1.336 3.718 7.805
H 2.563 3.847 6.545
H 2.395 2.307 7.385
H 1.271 4.025 4.864
H -0.460 1.693 3.807
H 0.791 2.621 2.883
H -0.608 3.286 3.092
Cl 0.616 2.454 -1.390
C -0.512 1.131 -1.089
C 0.325 0.030 -0.461
Cl 1.072 0.496 1.111
H -1.004 0.897 -2.033
H -1.228 1.668 -0.467
H 1.147 -0.169 -1.148
H -0.269 -0.879 -0.361
*
```

---

# 2
Molecular formula: C32H75BClN6O6P
Method: DFT, ωB97M-V/def2-TZVPD

gap between HOMO and LUMO = 8.6 eV
SMILES = CCCC[C@](OC(O)(O)CC(N)(N)N)(P(O)Cl)[C@](CCCCNC(C)=O)(B(O)CC)N(CC)CN.CCCCCC.CCCCCC
energy = -78115.45974 eV
LUMO energy = 0.447 eV
max |F| = 1.58 eV/Å

```
! RIJCOSX wB97M-V def2-TZVPD def2/J DEFGRID3
* xyz 0 1
C 1.710 -1.348 1.235
C 0.322 -0.837 0.858
C 0.327 -0.394 -0.623
C -1.072 -0.448 -1.289
C -1.334 -1.303 -2.554
O -1.703 -2.634 -2.103
C -0.802 -3.520 -1.532
O -1.298 -3.854 -0.246
O 0.466 -2.980 -1.277
C -0.636 -4.845 -2.323
C -1.705 -5.928 -2.162
N -1.692 -6.731 -3.385
N -1.309 -6.801 -1.036
N -3.073 -5.437 -2.014
P 0.206 -1.577 -3.633
O 1.137 -0.274 -3.400
Cl -0.308 -1.151 -5.632
C -2.656 -0.729 -3.229
C -3.176 -1.568 -4.448
C -2.869 -3.063 -4.595
C -3.022 -3.483 -6.069
C -2.404 -4.849 -6.342
N -0.960 -4.859 -6.017
C -0.165 -5.581 -6.963
C 0.676 -6.674 -6.369
O -0.145 -5.337 -8.154
B -2.408 0.713 -3.953
O -3.399 1.206 -4.747
C -1.140 1.657 -3.875
C -1.439 3.090 -4.354
N -3.662 -0.549 -2.169
C -4.606 -1.592 -1.839
C -4.591 -2.033 -0.366
C -4.165 0.785 -1.994
N -5.049 0.865 -0.803
H 2.026 -2.118 0.536
H 1.717 -1.785 2.230
H 2.431 -0.537 1.162
H -0.431 -1.608 0.989
H 0.115 0.043 1.460
H 0.667 0.646 -0.613
H 1.107 -0.952 -1.123
H -1.739 -0.857 -0.541
H -1.404 0.572 -1.431
H -0.614 -3.616 0.384
H 1.056 -3.205 -2.001
H -0.407 -4.653 -3.368
H 0.265 -5.287 -1.903
H -0.783 -7.144 -3.530
H -2.409 -7.441 -3.347
H -1.864 -7.641 -1.124
H -1.527 -6.346 -0.157
H -3.672 -5.843 -2.720
H -3.448 -5.744 -1.129
H 0.741 0.383 -2.815
H -2.894 -1.119 -5.394
H -4.263 -1.452 -4.436
H -1.863 -3.303 -4.293
H -3.598 -3.653 -4.057
H -4.084 -3.565 -6.293
H -2.554 -2.764 -6.739
H -2.535 -5.119 -7.387
H -2.901 -5.570 -5.694
H -0.622 -3.908 -5.934
H 0.200 -7.108 -5.497
H 1.629 -6.258 -6.045
H 0.892 -7.437 -7.108
H -4.226 0.731 -4.644
H -0.687 1.741 -2.890
H -0.394 1.255 -4.562
H -1.723 3.097 -5.400
H -0.606 3.758 -4.168
H -2.314 3.460 -3.822
H -5.638 -1.299 -2.046
H -4.451 -2.493 -2.419
H -3.626 -1.863 0.095
H -5.340 -1.462 0.178
H -4.845 -3.078 -0.280
H -4.802 1.151 -2.808
H -3.351 1.494 -1.829
H -4.460 0.841 0.023
H -5.445 1.798 -0.817
C 1.433 2.772 7.381
C 0.633 2.785 6.081
C 0.910 1.581 5.184
C 2.352 1.456 4.691
C 2.877 2.661 3.912
C 2.100 2.934 2.629
H 2.508 2.820 7.194
H 1.169 3.630 8.001
H 1.228 1.866 7.955
H 0.830 3.715 5.540
H -0.432 2.795 6.324
H 0.234 1.617 4.324
H 0.651 0.667 5.728
H 2.424 0.567 4.056
H 3.014 1.269 5.542
H 3.924 2.476 3.657
H 2.871 3.556 4.541
H 2.126 2.060 1.973
H 2.533 3.775 2.085
H 1.056 3.177 2.832
C 6.148 5.235 8.008
C 5.001 6.241 7.959
C 4.265 6.256 6.621
C 5.116 6.656 5.415
C 5.782 8.027 5.523
C 4.786 9.178 5.636
H 6.923 5.471 7.278
H 6.617 5.232 8.993
H 5.788 4.225 7.806
H 5.378 7.239 8.195
H 4.282 5.993 8.744
H 3.406 6.929 6.699
H 3.849 5.260 6.434
H 4.482 6.639 4.523
H 5.888 5.900 5.246
H 6.400 8.181 4.635
H 6.464 8.048 6.377
H 4.115 9.197 4.775
H 5.307 10.136 5.673
H 4.179 9.101 6.538
*
```

---

# 3
Molecular formula: C32H76ClN8O14P2
Method: DFT, ωB97M-V/def2-TZVPD

gap between HOMO and LUMO = 8.2 eV
energy = -106099.87885 eV
LUMO energy = 2.026 eV
max |F| = 2.08 eV/Å

```
! RIJCOSX wB97M-V def2-TZVPD def2/J DEFGRID3
* xyz -1 1
Cl 0.002 0.124 0.540
O -0.975 1.032 1.087
O -0.705 -0.977 -0.104
O 0.839 0.751 -0.446
O 0.842 -0.413 1.572
O 6.580 -4.202 0.896
P 5.364 -4.529 0.132
N 5.629 -4.971 -1.491
C 6.943 -5.048 -2.101
C 4.517 -5.140 -2.407
N 4.290 -3.235 -0.102
C 3.573 -2.746 1.067
C 4.791 -2.148 -0.938
N 4.454 -5.808 0.783
C 5.089 -6.905 1.493
C 3.052 -5.996 0.439
H 6.955 -5.818 -2.872
H 7.675 -5.219 -1.312
H 7.250 -4.104 -2.571
H 4.468 -6.197 -2.696
H 4.766 -4.624 -3.345
H 3.588 -4.699 -2.063
H 2.682 -2.184 0.784
H 3.301 -3.506 1.801
H 4.206 -2.073 1.664
H 4.993 -2.532 -1.943
H 3.992 -1.433 -1.132
H 5.711 -1.703 -0.560
H 5.081 -7.807 0.867
H 6.158 -6.701 1.572
H 4.638 -7.115 2.461
H 2.575 -5.033 0.617
H 2.572 -6.753 1.058
H 2.884 -6.253 -0.612
O -4.904 5.674 1.811
P -5.368 4.839 0.690
N -4.664 5.283 -0.756
C -3.314 5.850 -0.781
C -5.294 4.990 -2.046
N -7.021 4.930 0.448
C -7.793 4.255 1.502
C -7.670 6.155 0.022
N -4.987 3.203 0.890
C -3.688 2.994 1.545
C -5.415 2.163 -0.044
H -2.916 5.792 -1.791
H -2.657 5.220 -0.183
H -3.310 6.862 -0.375
H -5.684 3.974 -2.128
H -4.674 5.225 -2.907
H -6.194 5.608 -2.143
H -8.868 4.335 1.326
H -7.586 3.191 1.573
H -7.623 4.784 2.447
H -7.450 6.937 0.767
H -7.186 6.610 -0.847
H -8.730 6.025 -0.162
H -3.403 1.943 1.541
H -2.870 3.481 1.002
H -3.721 3.416 2.546
H -6.487 2.311 -0.169
H -5.206 1.164 0.339
H -4.917 2.160 -1.020
O -2.910 -4.168 3.200
C -2.011 -4.136 2.414
O -2.080 -4.833 1.258
C -0.898 -4.709 0.482
C 0.158 -4.084 1.392
C -0.634 -3.516 2.578
H -1.110 -4.100 -0.402
H -0.625 -5.716 0.160
H 0.697 -3.288 0.889
H 0.739 -4.912 1.800
H -0.733 -2.442 2.420
H -0.324 -3.780 3.583
O -4.608 -0.056 -3.588
C -3.460 0.183 -3.819
O -2.949 0.157 -5.064
C -1.584 0.556 -5.053
C -1.374 1.308 -3.749
C -2.397 0.641 -2.827
H -1.288 1.137 -5.927
H -0.927 -0.319 -5.094
H -1.618 2.363 -3.820
H -0.371 1.110 -3.382
H -2.766 1.272 -2.024
H -2.034 -0.281 -2.363
O 1.110 -3.198 -6.231
C 0.915 -3.183 -5.055
O -0.135 -2.506 -4.516
C -0.075 -2.463 -3.086
C 1.166 -3.246 -2.707
C 1.633 -3.956 -3.960
H -0.986 -2.870 -2.642
H 0.013 -1.435 -2.735
H 1.034 -3.863 -1.818
H 1.866 -2.462 -2.402
H 1.358 -5.009 -3.955
H 2.710 -3.815 -3.949
C -0.118 4.035 -0.951
C 0.711 4.598 -2.087
C 2.081 5.073 -1.633
O 1.908 6.119 -0.686
C 3.011 6.981 -0.602
N 0.748 3.507 -3.053
H 0.464 3.321 -0.364
H -1.047 3.566 -1.269
H -0.437 4.780 -0.216
H 0.216 5.475 -2.519
H 2.776 5.333 -2.444
H 2.640 4.275 -1.113
H 2.948 7.536 0.335
H 3.029 7.660 -1.463
H 3.968 6.444 -0.550
H 1.101 2.671 -2.599
H 1.302 3.710 -3.878
C -0.123 1.211 5.022
C 0.762 0.010 5.361
C 0.919 -0.171 6.865
O 1.993 -1.011 7.234
C 3.271 -0.495 6.956
N 0.247 -1.189 4.662
H -0.277 1.354 3.954
H 0.348 2.105 5.440
H -1.106 1.119 5.490
H 1.740 0.181 4.892
H -0.020 -0.594 7.225
H 1.081 0.792 7.364
H 3.386 0.521 7.350
H 3.508 -0.568 5.893
H 3.990 -1.100 7.511
H 0.825 -1.979 4.946
H 0.479 -1.058 3.683
*
```